# 1
Molecular formula: C4H5FO
Method: DFT, wB97M-V/def2-TZVPD

Output
Kohn-Sham gap: 9.71 eV
Energy above the lowest of the compared OMol25 structures with the same formula, charge and spin: 2.7243 eV
2S+1: 1
Charge: 0
Calculated total energy: -330.38763 Ha

Last column: Mulliken charge in e.
Atoms and positions in Å:
C -1.600 0.305 -0.125  -0.787
C -0.336 -0.654 0.110  -0.325
C 0.974 -0.539 0.053  0.541
C 1.718 0.621 -0.026  -0.124
H -2.623 -0.405 -0.643  0.236
H -1.671 0.382 0.998  0.255
H -1.617 1.432 -0.537  0.292
H -0.657 -1.667 0.283  0.381
H 2.900 0.520 0.128  0.265
O 1.406 1.800 -0.075  -0.468
F 1.506 -1.796 -0.165  -0.265



# 2
Molecular formula: C4H5FO
Method: DFT, wB97M-V/def2-TZVPD

Output
Kohn-Sham gap: 10.17 eV
SMILES: C/C(C=O)=C/F
Energy above the lowest of the compared OMol25 structures with the same formula, charge and spin: 0.6488 eV
2S+1: 1
Charge: 0
Calculated total energy: -330.46390 Ha

Last column: Mulliken charge in e.
Atoms and positions in Å:
C 1.518 -0.337 -0.975  -1.055
C 0.231 -0.332 -0.182  0.393
C -0.788 -1.163 -0.340  -0.137
C 0.106 0.917 0.681  -0.182
H 2.386 -0.339 -0.203  0.242
H 1.759 0.598 -1.581  0.255
H 1.633 -1.138 -1.699  0.351
H -0.719 -2.117 -0.805  0.392
H -0.705 0.965 1.313  0.464
O 0.813 1.912 0.718  -0.494
F -1.918 -0.863 0.236  -0.230



# 3
Molecular formula: C4H5FO2
Method: DFT, wB97M-V/def2-TZVPD

Output
Kohn-Sham gap (alpha / beta): 7.08 / 8.19 eV
Energy above the lowest of the compared OMol25 structures with the same formula, charge and spin: 4.0597 eV
2S+1: 1
Charge: 0
Calculated total energy: -405.61793 Ha

Last column: Mulliken charge in e.
Atoms and positions in Å:
C -0.480 -1.192 -0.776  0.410
C -0.745 -0.378 1.811  0.210
C 0.445 1.148 -0.293  -0.784
C 0.519 -0.221 -1.130  -0.344
O -1.068 -2.123 -1.072  -0.261
O -0.315 -1.172 2.575  -0.439
F -1.723 0.518 2.067  -0.231
H 1.394 1.725 -0.490  0.341
H 0.351 0.799 0.884  0.173
H -0.533 1.592 -0.477  0.340
H 1.498 -0.695 -0.851  0.237
H 0.657 -0.001 -2.249  0.347



# 4
Molecular formula: C4H5FS
Method: DFT, wB97M-V/def2-TZVPD

Output
Kohn-Sham gap: 8.04 eV
SMILES: C/C(F)=C/C=S
Energy above the lowest of the compared OMol25 structures with the same formula, charge and spin: 0.7244 eV
2S+1: 1
Charge: 0
Calculated total energy: -653.41432 Ha

Last column: Mulliken charge in e.
Atoms and positions in Å:
C 1.681 -0.517 0.034  -0.982
C 0.424 0.232 -0.083  0.638
C -0.809 -0.303 -0.081  -0.283
C -2.002 0.599 0.050  -0.314
H 2.164 -0.504 1.030  0.263
H 2.418 0.031 -0.660  0.282
H 1.508 -1.554 -0.217  0.318
H -0.790 -1.369 -0.228  0.282
H -1.629 1.593 0.249  0.289
F 0.625 1.635 -0.063  -0.270
S -3.590 0.157 -0.029  -0.224